Entry 1:
10
Properties=species:S:1:pos:R:3 method="wB97M-V/def2-TZVPD" e_lumo_ha=0.0298 total_charge=0 homo_ev=-10.3112
C 0.6191 -0.1334 -0.5456
N 1.6978 -0.3434 0.2135
N -1.6731 0.4532 -0.3909
N -0.7224 -0.4212 0.1333
O 0.7219 0.0321 -1.7440
F -0.6251 -0.3495 1.6694
H 1.5513 -0.3603 1.1792
H 2.5039 -0.5175 -0.3345
H -2.5684 0.2704 -0.0667
H -1.5050 1.3696 -0.1137

---

Entry 2:
9
Properties=species:S:1:pos:R:3 method="wB97M-V/def2-TZVPD" e_lumo_ha="-0.0438 / -0.0444" total_charge=0 homo_ev="-7.5872 / -7.6026"
C -0.4353 -0.3042 0.4777
N 0.8542 -2.0973 2.0563
F 1.6354 0.2550 -1.4986
P 0.3536 -3.2970 2.8391
P 1.2859 -0.8791 1.1763
H -1.3013 -0.7584 1.0260
H -0.3835 -0.7923 -0.5694
H -0.4761 0.8585 0.2590
H 1.4766 -0.3560 -0.8027

---

Entry 3:
10
Properties=species:S:1:pos:R:3 method="wB97M-V/def2-TZVPD" e_lumo_ha=0.0007 total_charge=0 homo_ev=-9.4342
C -2.8286 -0.1678 0.0716
O 2.2230 -1.4654 0.2067
O -2.8992 -1.2482 -0.2068
O 0.9553 -0.9459 0.3697
F 0.3840 1.8987 0.6817
P -0.6735 0.8752 -0.1690
H 2.9458 -0.8941 -0.0013
H 0.8798 -0.3949 1.1704
H -1.1706 1.9365 -1.0639
H 0.1842 0.4059 -1.0592

---

Entry 4:
11
Properties=species:S:1:pos:R:3 method="wB97M-V/def2-TZVPD" e_lumo_ha=-0.0117 total_charge=0 homo_ev=-11.8418
C 1.2628 -0.5995 0.7090
O -2.1585 -0.2781 -0.5979
O -0.1335 -0.4450 0.5032
O -0.3963 1.7226 -0.6475
O 0.0466 -0.1656 -2.0944
F -0.9781 2.2701 0.5649
P -0.6463 0.1440 -0.8727
H 1.8957 0.2361 0.3864
H 1.6119 -1.2718 0.0489
H 1.5992 -0.8580 1.7673
H -2.1035 -0.7549 0.2330

---

Entry 5:
9
Properties=species:S:1:pos:R:3 method="wB97M-V/def2-TZVPD" e_lumo_ha=-0.0590 total_charge=0 homo_ev=-9.0655
C 0.8051 -0.1665 0.5796
N 0.2065 -0.9496 -0.2230
N -1.5053 0.1431 -1.1560
I 2.6594 1.1092 0.3214
I -1.8466 1.6264 0.1493
H 1.1038 -0.6653 1.6151
H 0.2152 0.8145 0.8570
H 0.4031 -1.1998 -1.2820
H -2.0412 -0.7120 -0.8614

---

Entry 6:
10
Properties=species:S:1:pos:R:3 method="wB97M-V/def2-TZVPD" e_lumo_ha=-0.0476 total_charge=0 homo_ev=-7.9814
C -1.8189 -0.3314 -0.3409
N 1.6697 1.0937 0.5076
O -0.6812 0.5034 -0.0325
P 0.8363 0.3285 -0.6656
I 3.5304 1.4979 0.0644
I 1.5106 -2.9032 0.1543
H -1.4972 -1.3651 -0.2735
H -2.2957 -0.2195 -1.3473
H -2.5795 -0.0889 0.5699
H 1.3253 1.4845 1.3636

---

Entry 7:
7
Properties=species:S:1:pos:R:3 method="wB97M-V/def2-TZVPD" e_lumo_ha="0.0038 / -0.0833" total_charge=0 s2=2.011 spin_multiplicity=3 homo_ev="-6.7672 / -9.5371"
C 0.2843 0.3260 0.2191
N -1.4239 -0.9575 0.2502
I -3.0859 0.1193 0.0135
H 1.0912 -0.1208 -0.3816
H 0.0179 1.1300 -0.4981
H 0.3895 0.2678 1.2943
H -1.1208 -1.3005 -0.6158

---

Entry 8:
9
Properties=species:S:1:pos:R:3 method="wB97M-V/def2-TZVPD" e_lumo_ha="-0.1815 / -0.2473" total_charge=+1 homo_ev="-14.2374 / -13.8181"
C 0.5202 0.5502 0.0686
N -0.0148 1.6506 -0.1370
N -0.3771 -1.8617 0.3010
O 0.7334 -2.2059 -0.3874
I 2.5565 0.0178 0.0264
H -1.0500 1.7905 -0.3032
H 0.3211 2.6046 -0.3984
H -0.1593 -2.1002 1.2930
H 0.6181 -1.9906 -1.3184

---

Energy above the lowest of the compared OMol25 structures with the same formula, charge and spin (computed, kJ/mol): 111.0 217.9 95.7 0.0 282.2 104.9 247.6 398.0